1.
Entry from the OMol25 dataset: a cluster of 2 separate species, C8H5O3S in total in a non-equilibrium geometry (ωB97M-V/def2-TZVPD).

## Properties
Energy above the lowest of the compared OMol25 structures with the same formula, charge and spin ... 34.5 kcal per mole
HOMO-LUMO gap ... 7.21 eV
LUMO energy ... 3.48 eV
Max |F| ... 5.2 eV Å⁻¹
Molar mass ... 181.19 g mol⁻¹
Total energy ... -25354.019 eV

Geometry as ORCA input:
```
! RIJCOSX wB97M-V def2-TZVPD def2/J DEFGRID3
* xyz -1 1
C -1.363 0.457 -0.200
C -0.637 -0.046 -1.307
C -0.745 0.856 0.969
C 0.707 -0.276 -1.142
C 0.624 0.662 1.086
C 1.323 0.033 0.039
C 2.813 -0.053 0.290
C 4.227 -1.873 0.221
O 3.837 -2.448 -0.677
O 4.951 -1.664 1.091
O 5.193 1.030 0.202
S 3.753 1.175 -0.208
H -2.484 0.498 -0.324
H -1.317 -0.523 -2.016
H -1.330 1.210 1.798
H 1.276 -1.022 -1.846
H 1.132 0.923 2.088
*
```

2.
Entry from the OMol25 dataset: the molecule C8H6 in a non-equilibrium geometry (ωB97M-V/def2-TZVPD).

## Properties
Energy above the lowest of the compared OMol25 structures with the same formula, charge and spin ... 55.6 kcal per mole
HOMO-LUMO gap (alpha / beta) ... 6.82 / 7.62 eV
LUMO energy (alpha / beta) ... 0.54 / -1.75 eV
Max |F| ... 3.7 eV Å⁻¹
Molar mass ... 102.14 g mol⁻¹
<S²> ... 2.0371
Total energy ... -8383.214 eV

Geometry as ORCA input:
```
! RIJCOSX wB97M-V def2-TZVPD def2/J DEFGRID3
* xyz 0 3
C -0.804 0.286 0.226
C 1.488 -1.091 -0.618
C 0.412 -0.422 0.496
C 0.866 -1.823 0.379
C -2.019 -0.036 -0.128
C 1.689 0.125 0.085
C -3.256 -0.386 -0.009
C 2.469 1.151 0.223
H -0.646 1.433 0.369
H 1.535 -1.227 -1.764
H -3.412 -0.688 1.055
H -3.913 -0.582 -0.840
H 2.186 1.979 0.815
H 3.406 1.281 -0.289
*
```

3.
Entry from the OMol25 dataset: a structure of composition C8H6AlCl2GdN2O3 in a non-equilibrium geometry (ωB97M-V/def2-TZVPD).

## Properties
Energy above the lowest of the compared OMol25 structures with the same formula, charge and spin ... 26.9 kcal per mole
HOMO-LUMO gap (alpha / beta) ... 4.73 / 4.01 eV
LUMO energy (alpha / beta) ... -16.65 / -16.85 eV
Max |F| ... 10.8 eV Å⁻¹
Molar mass ... 433.28 g mol⁻¹
<S²> ... 16.0965
Total energy ... -69947.450 eV

Geometry as ORCA input:
```
! RIJCOSX wB97M-V def2-TZVPD def2/J DEFGRID3
* xyz 4 8
Al -0.370 0.086 -4.876
Gd 2.089 -0.022 -0.278
Cl -1.816 -0.370 -3.453
Cl 2.195 1.307 -2.387
C 2.011 2.592 0.415
C 1.179 -1.077 -5.305
C -0.118 1.731 -5.833
O 1.801 3.721 0.551
O 2.115 -1.761 -5.479
O 0.006 2.804 -6.311
N -1.570 -1.343 4.264
C -1.014 -0.937 3.108
C -0.108 -1.766 2.398
C 0.491 -1.288 1.283
N 0.281 0.020 0.880
C -0.639 0.844 1.506
C -1.320 0.356 2.609
H -1.357 -2.244 4.666
H -2.191 -0.756 4.795
H 0.091 -2.787 2.761
H 1.111 -1.925 0.599
H -0.805 1.798 0.991
H -2.062 1.019 3.093
*
```

4.
Entry from the OMol25 dataset: a structure of composition C8H6Br2N2O3 in a non-equilibrium geometry (ωB97M-V/def2-TZVPD).

## Properties
HOMO-LUMO gap (alpha / beta) ... 6.58 / 7.12 eV
LUMO energy (alpha / beta) ... 0.27 / -1.90 eV
Max |F| ... 7.0 eV Å⁻¹
Molar mass ... 337.95 g mol⁻¹
<S²> ... 2.0099
Total energy ... -157593.112 eV

Geometry as ORCA input:
```
! RIJCOSX wB97M-V def2-TZVPD def2/J DEFGRID3
* xyz 0 3
C -0.535 -0.686 1.867
C -0.385 -1.690 0.875
C -0.689 0.623 1.512
C -0.561 -1.380 -0.482
C -0.833 0.981 0.118
C -0.827 -0.088 -0.799
C -0.634 -0.081 -3.273
C 2.981 0.923 -0.883
N -0.887 0.364 -2.175
N 2.899 -0.103 -1.743
O -0.554 -0.188 -4.439
O 2.792 -1.274 -1.506
O 2.962 0.396 -3.026
Br 2.896 0.365 0.966
Br 3.061 2.730 -1.193
H -0.311 -0.997 2.879
H 0.035 -2.604 1.060
H -0.916 1.340 2.187
H -0.403 -1.999 -1.336
H -0.954 2.060 0.020
H 3.166 -0.211 -3.781
*
```

5.
Entry from the OMol25 dataset: a cluster of 2 separate species, C8H6Cl2N in total (ωB97M-V/def2-TZVPD).

## Properties
Energy above the lowest of the compared OMol25 structures with the same formula, charge and spin ... 0.0 kcal per mole
HOMO-LUMO gap ... 7.83 eV
LUMO energy ... -6.24 eV
Max |F| ... 0.5 eV Å⁻¹
Molar mass ... 187.05 g mol⁻¹
Total energy ... -34919.697 eV

Geometry as ORCA input:
```
! RIJCOSX wB97M-V def2-TZVPD def2/J DEFGRID3
* xyz 1 1
C -2.913 1.121 1.692
C 1.492 0.158 -0.536
C 1.331 -0.662 0.581
C 0.541 0.154 -1.554
C 0.221 -1.461 0.700
C -0.580 -0.635 -1.453
C -0.780 -1.448 -0.308
C -1.986 -2.165 -0.133
N -2.532 0.239 1.079
Cl -3.217 -2.111 -1.254
Cl -2.281 -3.106 1.217
H -3.282 1.929 2.265
H 2.359 0.797 -0.615
H 2.084 -0.661 1.356
H 0.681 0.779 -2.422
H 0.098 -2.090 1.567
H -1.318 -0.628 -2.239
*
```

6.
Entry from the OMol25 dataset: a cluster of 2 separate species, C8H6ClF3NO2 in total in a non-equilibrium geometry (ωB97M-V/def2-TZVPD).

## Properties
Energy above the lowest of the compared OMol25 structures with the same formula, charge and spin ... 91.9 kcal per mole
HOMO-LUMO gap (alpha / beta) ... 6.07 / 6.24 eV
LUMO energy (alpha / beta) ... 2.41 / 2.62 eV
Max |F| ... 1.9 eV Å⁻¹
Molar mass ... 240.59 g mol⁻¹
Total energy ... -34650.227 eV

Geometry as ORCA input:
```
! RIJCOSX wB97M-V def2-TZVPD def2/J DEFGRID3
* xyz -1 1
C 2.485 -1.742 -0.401
C 2.381 -0.383 -0.226
C -0.085 -1.961 -0.097
C 0.106 -0.647 0.054
C 1.395 -2.611 -0.342
C 1.025 1.576 0.177
C -2.140 0.774 0.919
C -2.650 1.390 -0.302
N 1.181 0.153 0.023
O -1.016 -2.741 -0.088
O 1.389 -3.826 -0.427
F -1.771 2.314 -0.787
F -2.889 0.552 -1.321
F -3.836 2.137 -0.215
Cl -3.256 -0.418 1.557
H 3.448 -2.190 -0.587
H 3.228 0.282 -0.268
H 0.928 2.063 -0.797
H 0.118 1.767 0.745
H 1.890 1.990 0.699
H -1.931 1.520 1.683
*
```

7.
Entry from the OMol25 dataset: the ion C8H6ClNO2P with charge -1 (ωB97M-V/def2-TZVPD).

## Properties
HOMO-LUMO gap (alpha / beta) ... 7.13 / 6.16 eV
LUMO energy (alpha / beta) ... 2.50 / 1.68 eV
Max |F| ... 0.9 eV Å⁻¹
Molar mass ... 214.57 g mol⁻¹
Total energy ... -35787.429 eV

Geometry as ORCA input:
```
! RIJCOSX wB97M-V def2-TZVPD def2/J DEFGRID3
* xyz -1 1
C 1.144 1.910 0.028
C 0.388 0.737 0.247
C 0.999 -0.302 -0.459
C 2.191 1.570 -0.793
C 0.703 -1.705 -0.613
C -0.502 -2.223 -0.442
C 3.373 2.330 -1.415
C -2.328 -0.061 0.480
N 2.088 0.239 -1.061
O 4.144 1.575 -2.030
O 3.405 3.548 -1.226
P -1.021 0.652 1.373
Cl -0.883 -3.875 -0.575
H 0.935 2.883 0.428
H 1.552 -2.312 -0.948
H -2.615 0.358 -0.469
H -3.035 -0.698 0.981
H 2.772 -0.217 -1.651
H -0.677 -0.455 2.161
*
```

8.
Entry from the OMol25 dataset: a cluster of 2 separate species, C8H6INOS in total in a non-equilibrium geometry (ωB97M-V/def2-TZVPD).

## Properties
Energy above the lowest of the compared OMol25 structures with the same formula, charge and spin ... 4.3 kcal per mole
HOMO-LUMO gap (alpha / beta) ... 8.49 / 5.51 eV
LUMO energy (alpha / beta) ... -1.20 / -3.55 eV
Max |F| ... 4.6 eV Å⁻¹
Molar mass ... 291.11 g mol⁻¹
Total energy ... -30863.579 eV

Geometry as ORCA input:
```
! RIJCOSX wB97M-V def2-TZVPD def2/J DEFGRID3
* xyz 0 1
C -3.236 -1.264 -0.893
C -0.945 -1.511 -0.230
C -1.995 0.545 0.134
C 0.266 -0.984 0.213
C -0.831 1.133 0.571
C -2.069 -0.733 -0.293
C 0.343 0.349 0.471
C 1.660 0.885 0.836
N -4.092 -1.729 -1.534
O 1.891 2.116 -1.443
S 2.693 1.278 -0.605
I 5.992 -1.178 -0.541
H -1.057 -2.547 -0.672
H -2.817 1.294 -0.074
H 1.180 -1.660 0.383
H -0.709 2.108 0.814
H 2.185 -0.004 1.473
H 1.541 1.902 1.390
*
```

9.
Entry from the OMol25 dataset: a structure of composition C8H6LuN3PS in a non-equilibrium geometry (ωB97M-V/def2-TZVPD).

## Properties
HOMO-LUMO gap ... 2.57 eV
LUMO energy ... -15.16 eV
Max |F| ... 3.7 eV Å⁻¹
Molar mass ... 382.17 g mol⁻¹
Total energy ... -66567.473 eV

Geometry as ORCA input:
```
! RIJCOSX wB97M-V def2-TZVPD def2/J DEFGRID3
* xyz 3 1
C -3.320 -1.822 2.073
C -2.505 -1.637 1.183
C -1.339 -1.294 0.468
C -0.838 0.060 0.558
C 0.303 0.506 -0.080
P 0.797 2.243 0.095
N 0.522 3.122 -1.185
C 1.059 -0.487 -0.883
N 2.173 -0.249 -1.525
S 2.535 -1.724 -2.245
N 1.331 -2.638 -1.783
C 0.522 -1.863 -0.981
C -0.638 -2.305 -0.355
H -3.923 -1.989 2.967
H -1.419 0.749 1.189
H 2.218 2.316 0.425
H 0.053 2.840 1.158
H -0.134 3.870 -0.933
H -1.011 -3.334 -0.464
Lu 3.614 3.636 0.318
*
```

10.
Entry from the OMol25 dataset: the ion C8H6N with charge +1 in a non-equilibrium geometry (ωB97M-V/def2-TZVPD).

## Properties
Energy above the lowest of the compared OMol25 structures with the same formula, charge and spin ... 0.0 kcal per mole
HOMO-LUMO gap ... 8.81 eV
LUMO energy ... -5.93 eV
Max |F| ... 2.6 eV Å⁻¹
Molar mass ... 116.14 g mol⁻¹
Total energy ... -9868.505 eV

Geometry as ORCA input:
```
! RIJCOSX wB97M-V def2-TZVPD def2/J DEFGRID3
* xyz 1 1
C -0.307 0.631 0.453
C 0.788 1.179 0.226
C 2.231 0.329 -0.224
C 1.984 -0.883 -0.238
C 0.067 -2.251 0.177
C 2.096 1.761 -0.055
C -1.279 -0.285 0.612
C -2.298 -0.583 -0.398
N 1.143 -1.831 -0.092
H 2.178 2.365 -0.957
H 2.632 2.190 0.791
H -1.454 -0.664 1.613
H -3.196 0.005 -0.162
H -2.604 -1.629 -0.335
H -1.980 -0.335 -1.411
*
```

11.
Entry from the OMol25 dataset: a cluster of 2 separate species, C8H6N2O3S in total in a non-equilibrium geometry (ωB97M-V/def2-TZVPD).

## Properties
Energy above the lowest of the compared OMol25 structures with the same formula, charge and spin ... 45.1 kcal per mole
HOMO-LUMO gap ... 6.45 eV
LUMO energy ... -1.28 eV
Max |F| ... 8.5 eV Å⁻¹
Molar mass ... 210.21 g mol⁻¹
Total energy ... -28345.939 eV

Geometry as ORCA input:
```
! RIJCOSX wB97M-V def2-TZVPD def2/J DEFGRID3
* xyz 0 1
C 0.414 -2.412 -1.341
C -0.885 -2.103 -0.852
C 1.555 -1.790 -0.814
C -1.040 -1.133 0.063
C 1.390 -0.746 0.028
C 0.104 -0.436 0.555
C -0.067 0.559 1.495
C 0.726 2.529 0.016
N -0.215 1.292 2.435
N -0.236 2.060 3.331
O -2.135 2.402 -0.554
O -0.545 1.237 -1.922
O 1.755 2.359 -0.426
S -0.965 2.489 -1.391
H 0.446 -3.123 -2.111
H -1.745 -2.629 -1.250
H 2.371 -1.887 -1.559
H -2.108 -0.825 0.389
H 2.349 -0.246 0.381
H -1.171 2.401 3.527
*
```

12.
Entry from the OMol25 dataset: a structure of composition C8H6N2O4RhS in a non-equilibrium geometry (ωB97M-V/def2-TZVPD).

## Properties
HOMO-LUMO gap (alpha / beta) ... 6.64 / 5.94 eV
LUMO energy (alpha / beta) ... -12.31 / -16.65 eV
Max |F| ... 9.5 eV Å⁻¹
Molar mass ... 329.12 g mol⁻¹
<S²> ... 6.0321
Total energy ... -33369.758 eV

Geometry as ORCA input:
```
! RIJCOSX wB97M-V def2-TZVPD def2/J DEFGRID3
* xyz 3 5
Rh 0.331 -0.856 -2.475
O -0.432 2.868 -1.952
C -0.129 1.784 -1.964
C 2.220 -0.534 -2.416
O 3.363 -0.615 -2.499
C -1.552 -1.187 -2.337
O -2.607 -1.653 -2.371
C 0.176 -0.179 -4.242
O 0.129 -0.031 -5.391
C -0.894 -1.512 2.641
N -0.308 -0.264 2.155
C -0.253 0.950 2.841
C 0.402 1.830 2.014
N 0.717 1.136 0.856
C 0.288 -0.155 0.947
S 0.460 -1.497 -0.137
H -1.701 -1.861 1.968
H -0.131 -2.306 2.706
H -1.304 -1.312 3.633
H -0.661 1.033 3.799
H 0.663 2.841 2.158
H 1.222 1.519 0.067
*
```